{"formula": "C2HBr2ClO", "method": "ωB97M-V/def2-TZVPD", "species": ["C", "C", "O", "Cl", "Br", "Br", "H"], "coordinates": [[-0.898786, 0.913677, -0.534024], [0.591158, -1.005322, 0.386417], [-1.893098, 0.715137, -1.100103], [0.110382, 2.278100, -0.494384], [-0.173497, -1.466967, 1.953101], [2.100580, 0.032048, 0.282513], [0.163261, -1.466675, -0.493521]], "atomic_forces_ev_per_a": [[0.3, -1.9, 0.4], [-1.0, 1.2, -1.5], [-0.4, 0.2, -0.2], [0.2, 1.6, -0.2], [-0.3, -0.4, 1.2], [0.7, -0.6, 0.2], [0.5, -0.1, 0.0]], "e_homo_ev": [-8.72, -8.19], "total_energy_ev": -156741.49939, "total_charge": 0}